Entry 1:
{
  "formula": "C17H31FeN4O",
  "method": "ωB97M-V/def2-TZVPD",
  "total_charge": 2,
  "molar_mass_da": 363.31,
  "homo_energy_ev": [-15.7, -15.7],
  "multiplicity": 6,
  "e_above_lowest_kj_mol": 0.00,
  "lumo_energy_ev": [-7.81, -10.67],
  "s_squared": 8.77,
  "orbital_gap_ev": [7.916, 5.058],
  "elements": ["Fe", "C", "O", "H", "H", "H", "C", "C", "C", "C", "N", "H", "H", "H", "H", "H", "H", "H", "C", "C", "C", "C", "N", "H", "H", "H", "H", "H", "H", "H", "C", "C", "C", "C", "N", "H", "H", "H", "H", "H", "H", "H", "C", "C", "C", "C", "N", "H", "H", "H", "H", "H", "H", "H"],
  "coordinates": [[-0.376, -0.283, -0.655], [0.075, 0.144, 2.573], [-0.214, -0.202, 1.256], [-0.204, -0.681, 3.234], [1.106, 0.472, 2.730], [-0.578, 0.997, 2.810], [3.751, -3.019, 0.327], [4.458, -1.852, 1.007], [3.876, -1.580, 2.395], [4.634, -0.590, 3.162], [5.191, 0.209, 3.765], [4.239, -3.315, -0.602], [2.754, -2.712, -0.019], [3.644, -3.851, 1.020], [4.494, -0.965, 0.374], [5.515, -2.122, 1.071], [3.704, -2.443, 3.040], [2.866, -1.175, 2.261], [-3.634, 2.468, 2.454], [-4.286, 3.812, 2.185], [-3.568, 4.537, 1.033], [-2.385, 5.271, 1.451], [-1.436, 5.832, 1.757], [-2.596, 2.609, 2.780], [-3.570, 1.938, 1.500], [-4.145, 1.894, 3.223], [-4.449, 4.400, 3.086], [-5.302, 3.660, 1.803], [-4.216, 5.222, 0.478], [-3.313, 3.798, 0.267], [-0.583, 3.244, -4.136], [-0.285, 4.299, -3.096], [-1.179, 4.106, -1.832], [-0.937, 2.810, -1.213], [-0.707, 1.791, -0.741], [-1.654, 3.251, -4.360], [-0.349, 2.227, -3.807], [-0.021, 3.391, -5.057], [-0.497, 5.326, -3.390], [0.775, 4.244, -2.840], [-2.226, 4.222, -2.110], [-0.907, 4.850, -1.075], [0.244, -7.131, -1.661], [0.615, -5.756, -1.161], [-0.139, -4.637, -1.906], [-0.053, -3.335, -1.215], [-0.014, -2.323, -0.663], [0.572, -7.317, -2.686], [-0.804, -7.410, -1.577], [0.818, -7.853, -1.076], [1.690, -5.573, -1.230], [0.474, -5.682, -0.079], [-1.211, -4.818, -1.995], [0.342, -4.402, -2.861]],
  "forces_ev_per_angstrom": [[0.4, 0.5, 4.3], [-0.8, 0.7, 0.3], [0.2, -0.3, -2.8], [0.2, -0.1, -0.1], [0.1, -0.3, -0.3], [0.0, 0.0, 0.1], [-0.6, 0.6, -0.5], [0.9, -0.8, 0.0], [-0.4, 0.6, -0.1], [-0.2, -0.1, -0.1], [0.1, 0.1, 0.1], [0.3, -0.2, 0.3], [-0.1, -0.1, 0.3], [0.1, -0.2, -0.2], [-0.4, 0.2, 0.2], [0.0, 0.0, 0.4], [0.4, -0.3, -0.3], [0.0, 0.1, 0.0], [0.6, 0.3, 0.0], [-0.9, -0.1, -0.7], [-0.5, 0.3, 0.0], [-0.1, -0.4, -0.3], [0.6, 0.2, 0.1], [-0.1, 0.1, 0.1], [-0.2, -0.4, 0.2], [-0.1, -0.1, -0.2], [0.5, 0.2, -0.1], [0.1, -0.3, 0.1], [-0.1, 0.1, 0.4], [0.3, -0.1, 0.1], [-0.6, 0.0, -0.4], [0.2, -0.4, 0.6], [0.9, 0.1, 0.1], [-0.4, 0.9, -0.4], [0.2, -1.8, -0.5], [0.1, 0.0, -0.3], [0.1, 0.1, 0.2], [-0.1, 0.1, 0.0], [0.0, -0.1, -0.4], [-0.1, 0.2, 0.3], [-0.1, -0.2, 0.2], [-0.2, 0.0, 0.1], [0.7, -0.8, -0.1], [0.3, 0.3, 0.6], [0.5, 1.1, 0.7], [-0.1, -0.6, 0.1], [-0.3, 0.9, -1.0], [-0.2, 0.3, -0.1], [-0.1, 0.3, 0.1], [-0.2, 0.0, 0.1], [0.0, -0.1, -0.5], [-0.6, 0.0, -0.1], [0.0, -0.2, -0.3], [-0.4, -0.4, -0.3]]
}


Entry 2:
{
  "formula": "C17H32F3NO4P",
  "method": "ωB97M-V/def2-TZVPD",
  "molar_mass_da": 402.41,
  "homo_energy_ev": [-7.7, -9.1],
  "multiplicity": 2,
  "lumo_energy_ev": [0.56, 0.56],
  "s_squared": 0.75,
  "orbital_gap_ev": [8.242, 9.698],
  "elements": ["C", "C", "C", "C", "C", "P", "O", "C", "C", "C", "C", "N", "O", "C", "C", "C", "C", "H", "H", "H", "H", "H", "H", "H", "H", "H", "H", "H", "H", "H", "H", "H", "H", "H", "H", "H", "H", "H", "H", "H", "H", "H", "H", "H", "C", "C", "O", "C", "O", "C", "F", "F", "F", "H", "H", "H", "H", "H"],
  "coordinates": [[1.653, 1.962, 0.090], [0.771, 1.795, -1.146], [1.510, 1.207, -2.354], [1.336, -0.297, -2.594], [-0.085, -0.887, -2.444], [-0.024, -2.437, -3.400], [-1.126, -3.399, -3.206], [-0.327, -1.333, -0.973], [-1.752, -1.223, -0.370], [-2.061, -2.556, 0.314], [-1.829, -0.129, 0.729], [-2.786, -0.987, -1.410], [-3.475, -1.999, -1.763], [-2.577, 0.058, -2.446], [-2.812, 1.470, -1.887], [-3.626, -0.159, -3.539], [-1.165, 0.002, -3.094], [1.995, 1.007, 0.481], [2.497, 2.611, -0.134], [1.075, 2.445, 0.879], [0.391, 2.783, -1.417], [-0.101, 1.207, -0.877], [1.241, 1.749, -3.260], [2.578, 1.384, -2.214], [1.999, -0.856, -1.930], [1.703, -0.507, -3.606], [0.150, -2.009, -4.734], [1.235, -2.976, -3.056], [0.378, -0.787, -0.348], [-0.026, -2.379, -0.898], [-1.862, -3.394, -0.347], [-3.090, -2.582, 0.657], [-1.405, -2.636, 1.184], [-2.387, 0.743, 0.422], [-2.349, -0.529, 1.599], [-0.837, 0.168, 1.066], [-2.744, 2.169, -2.720], [-3.809, 1.551, -1.459], [-2.077, 1.773, -1.152], [-3.574, 0.685, -4.227], [-3.434, -1.075, -4.090], [-4.622, -0.197, -3.107], [-1.303, -0.324, -4.127], [-0.802, 1.026, -3.173], [4.702, 0.647, 5.492], [3.479, 1.512, 5.698], [2.446, 1.197, 4.739], [1.707, 0.135, 5.011], [1.786, -0.583, 5.960], [0.645, -0.044, 3.907], [1.188, 0.070, 2.692], [-0.298, 0.894, 4.027], [0.072, -1.231, 3.999], [5.069, 0.743, 4.470], [5.492, 0.957, 6.176], [4.479, -0.402, 5.679], [3.705, 2.560, 5.523], [3.075, 1.408, 6.704]],
  "forces_ev_per_angstrom": [[-0.5, 0.1, 0.0], [0.2, 0.3, 0.1], [-0.1, -0.1, 0.1], [0.0, 0.0, -0.1], [0.0, -0.1, 0.1], [-0.2, -0.4, 0.1], [-0.2, -0.1, 0.0], [0.1, 0.2, -0.3], [0.0, 0.0, 0.5], [0.2, 0.1, 0.0], [-0.1, -0.2, 0.0], [0.5, -0.2, -0.3], [-0.2, 0.0, 0.1], [-0.2, 0.2, -0.2], [0.0, -0.1, 0.0], [0.2, 0.1, 0.1], [-0.1, 0.0, 0.0], [0.2, -0.1, 0.0], [0.2, -0.1, 0.0], [0.1, 0.0, 0.1], [0.0, 0.0, 0.0], [0.0, -0.1, -0.1], [-0.1, 0.0, 0.0], [0.1, 0.1, -0.1], [0.0, 0.0, 0.1], [0.1, 0.0, 0.0], [0.1, 0.1, 0.0], [0.1, 0.1, -0.1], [-0.1, 0.0, 0.1], [0.0, -0.1, 0.1], [-0.2, -0.1, -0.1], [-0.1, -0.1, 0.0], [0.1, 0.0, 0.0], [0.0, 0.2, 0.0], [-0.1, 0.0, 0.0], [0.0, 0.1, 0.0], [0.0, 0.1, 0.0], [0.0, 0.0, 0.1], [0.1, 0.1, 0.0], [0.0, 0.0, -0.1], [-0.1, -0.1, 0.0], [-0.1, -0.1, 0.0], [0.0, 0.0, -0.1], [0.1, 0.0, 0.1], [-0.1, -0.1, -0.1], [0.2, 0.1, 0.2], [0.0, 0.0, -0.1], [0.0, 0.1, 0.0], [0.0, -0.1, 0.1], [0.1, 0.0, 0.1], [0.1, 0.0, -0.2], [-0.2, 0.2, 0.0], [-0.1, -0.2, 0.0], [0.0, 0.0, 0.0], [0.0, 0.0, 0.0], [0.0, 0.0, 0.0], [-0.1, 0.0, -0.1], [-0.1, -0.1, 0.0]]
}